{"formula": "C31H40BHfN13S", "method": "ωB97M-V/def2-TZVPD", "lumo_energy_ev": [-7.678, -11.110], "spin_multiplicity": 2, "total_charge": 3, "relative_energy_kj_mol": 96.2, "symbols": ["Hf", "C", "N", "C", "C", "C", "C", "C", "C", "C", "N", "C", "C", "C", "C", "C", "C", "N", "C", "C", "H", "H", "H", "H", "H", "H", "H", "H", "H", "H", "H", "H", "H", "H", "H", "H", "H", "H", "H", "H", "C", "C", "N", "N", "C", "B", "N", "C", "C", "C", "N", "N", "C", "C", "C", "N", "N", "C", "C", "C", "N", "H", "H", "H", "H", "H", "H", "H", "H", "H", "H", "H", "H", "C", "N", "C", "S", "N", "C", "H", "H", "H", "H", "H", "H", "H", "H"], "xyz": [[-0.83, 0.38, 1.07], [-2.13, -2.49, 2.16], [-0.83, -1.91, 1.72], [-0.25, -2.84, 0.72], [0.00, -1.72, 2.92], [0.91, -2.68, 3.36], [1.63, -2.43, 4.51], [1.46, -1.24, 5.21], [0.55, -0.29, 4.77], [-0.21, -0.53, 3.63], [-1.15, 0.36, 3.06], [-2.15, 1.12, 3.69], [-2.26, 1.41, 5.04], [-3.29, 2.22, 5.49], [-4.23, 2.74, 4.61], [-4.15, 2.43, 3.26], [-3.12, 1.63, 2.80], [-3.04, 1.19, 1.39], [-3.38, 2.30, 0.45], [-4.04, 0.10, 1.20], [-1.96, -3.46, 2.61], [-2.58, -1.84, 2.91], [-2.80, -2.60, 1.31], [-0.26, -3.87, 1.08], [-0.85, -2.80, -0.19], [0.78, -2.56, 0.49], [1.05, -3.61, 2.82], [2.34, -3.17, 4.87], [2.04, -1.05, 6.10], [0.46, 0.65, 5.30], [-1.55, 1.01, 5.75], [-3.36, 2.45, 6.55], [-5.03, 3.37, 4.98], [-4.90, 2.81, 2.59], [-4.44, 2.53, 0.49], [-2.81, 3.18, 0.70], [-3.14, 1.99, -0.57], [-5.04, 0.52, 1.11], [-3.83, -0.46, 0.28], [-4.03, -0.57, 2.05], [-0.03, 4.72, 1.13], [-0.48, 3.57, 1.75], [-0.26, 2.50, 0.96], [0.37, 2.96, -0.16], [0.50, 4.29, -0.07], [0.90, 1.97, -1.25], [-0.32, 1.23, -1.91], [-0.80, 1.25, -3.17], [-1.87, 0.37, -3.27], [-2.00, -0.17, -2.01], [-1.08, 0.34, -1.17], [1.77, 0.89, -0.50], [3.01, 0.51, -0.82], [3.46, -0.39, 0.13], [2.41, -0.53, 1.02], [1.37, 0.24, 0.63], [1.78, 2.70, -2.21], [2.88, 3.45, -1.88], [3.45, 3.90, -3.04], [2.63, 3.38, -4.06], [1.64, 2.66, -3.56], [-0.07, 5.73, 1.51], [-0.97, 3.44, 2.71], [0.96, 4.85, -0.87], [-0.32, 1.89, -3.90], [-2.46, 0.18, -4.15], [-2.72, -0.90, -1.66], [3.51, 0.93, -1.68], [4.43, -0.86, 0.19], [2.34, -1.11, 1.92], [3.18, 3.59, -0.85], [4.32, 4.52, -3.14], [2.72, 3.50, -5.12], [2.08, -3.79, -6.87], [1.61, -3.25, -5.58], [2.13, -3.39, -4.38], [1.49, -2.34, -3.12], [3.08, -4.23, -4.02], [3.63, -5.38, -4.76], [1.70, -3.15, -7.65], [1.71, -4.80, -7.03], [3.17, -3.77, -6.91], [0.78, -2.68, -5.62], [3.48, -4.06, -3.11], [4.43, -5.06, -5.43], [2.85, -5.89, -5.31], [4.04, -6.07, -4.03]]}